A cluster of 2 separate species, C5H10O in total at a distorted geometry, computed with ωB97M-V with the def2-TZVPD basis set.

XYZ file:
```
16
Properties=species:S:1:pos:R:3
C 1.360 0.656 0.788
C 2.132 -0.009 -0.023
C 1.600 -0.785 -1.214
C -1.932 -0.433 0.539
C -1.748 0.529 -0.540
O -2.191 1.716 -0.339
H 1.715 0.927 1.816
H 0.329 0.763 0.507
H 0.953 -1.590 -0.802
H 0.825 -0.219 -1.737
H 2.349 -1.133 -1.878
H -0.963 -0.733 0.938
H -2.716 -0.214 1.225
H -2.337 -1.329 0.166
H 3.209 -0.075 0.015
H -2.584 1.929 0.540
```

Calculated values
gap between HOMO and LUMO	9.114	eV
ΔE to the lowest compared entry with this formula, charge and spin	100.9	kcal per mole
strongest force on any atom	2.5	eV/A


The molecule C20H30N2O4, computed with ωB97M-V with the def2-TZVPD basis set.

XYZ file:
```
56
Properties=species:S:1:pos:R:3
C -1.307 -2.361 2.413
O -1.361 -1.011 2.015
C -1.619 -0.060 2.970
C -1.949 -0.327 4.285
C -2.166 0.716 5.177
C -2.052 2.023 4.753
C -1.727 2.301 3.434
C -1.511 1.276 2.525
N -1.255 1.485 1.174
C -0.498 2.617 0.725
C 0.990 2.590 1.175
C 1.669 1.435 0.498
O 2.178 1.485 -0.600
O 1.575 0.323 1.223
C 2.125 -0.887 0.705
C 1.149 -1.624 -0.232
O 0.733 -2.735 0.024
N 0.829 -0.915 -1.320
C -0.109 -1.369 -2.326
C -1.229 -0.339 -2.499
C -0.709 0.941 -3.146
C -0.051 0.622 -4.483
C 1.107 -0.365 -4.315
C 1.755 -0.635 -5.672
C 0.600 -1.660 -3.662
C 1.719 -2.679 -3.441
H -0.933 -2.906 1.548
H -2.298 -2.734 2.690
H -0.617 -2.502 3.250
H -2.039 -1.344 4.633
H -2.421 0.493 6.202
H -2.215 2.836 5.444
H -1.648 3.329 3.117
H -0.999 0.613 0.727
H -0.543 2.649 -0.367
H -0.957 3.530 1.109
H 1.029 2.467 2.257
H 1.475 3.518 0.875
H 2.326 -1.518 1.571
H 3.053 -0.667 0.165
H 1.301 -0.037 -1.493
H -0.528 -2.303 -1.937
H -2.003 -0.774 -3.134
H -1.677 -0.122 -1.527
H -1.537 1.638 -3.294
H 0.018 1.429 -2.493
H 0.321 1.543 -4.938
H -0.793 0.192 -5.160
H 1.861 0.091 -3.663
H 2.661 -1.224 -5.567
H 1.066 -1.171 -6.323
H 2.018 0.304 -6.154
H -0.150 -2.105 -4.327
H 2.573 -2.212 -2.954
H 2.048 -3.107 -4.383
H 1.368 -3.487 -2.803
```

Calculated values
gap between HOMO and LUMO	8.458	eV
ΔE to the lowest compared entry with this formula, charge and spin	15.8	kcal per mole
strongest force on any atom	0.8	eV/A
SMILES	COc1ccccc1NCCC(=O)OCC(=O)N[C@H]1CCC[C@H](C)[C@H]1C


A cluster of 2 separate species, C16H27N2O5P in total at a distorted geometry, computed with ωB97M-V with the def2-TZVPD basis set.

XYZ file:
```
51
Properties=species:S:1:pos:R:3
C 0.424 1.295 0.663
C -0.319 0.342 0.621
C -1.252 -0.801 0.422
C -0.496 -1.989 -0.278
C -1.461 -3.197 -0.277
C -0.893 -4.529 -0.861
N -0.623 -5.452 0.270
C 0.392 -4.367 -1.709
O 0.977 -5.646 -1.995
C 0.280 -6.341 -3.020
C 0.166 -3.563 -3.008
C 1.240 -3.248 -3.835
C 1.143 -2.515 -5.013
C -0.171 -2.090 -5.315
C -1.163 -2.441 -4.413
N -1.065 -3.158 -3.306
H 1.055 2.159 0.769
H -1.763 -1.121 1.339
H -2.003 -0.467 -0.318
H -0.235 -1.613 -1.277
H 0.432 -2.165 0.292
H -1.690 -3.407 0.784
H -2.430 -2.906 -0.719
H -1.711 -5.008 -1.423
H 0.323 -5.293 0.601
H -0.715 -6.412 -0.038
H 1.187 -3.820 -1.171
H 0.696 -6.141 -4.025
H -0.812 -6.203 -3.000
H 0.459 -7.418 -2.841
H 2.236 -3.588 -3.524
H 2.001 -2.267 -5.636
H -0.368 -1.484 -6.200
H -2.172 -2.073 -4.650
C 0.529 7.219 1.394
O 1.543 6.979 2.364
P 1.263 5.736 3.466
O 0.660 4.735 2.523
O 0.139 6.661 4.241
C 0.429 8.031 4.544
O 1.408 4.735 4.800
C 0.233 4.076 5.260
H 0.688 8.226 1.006
H 0.615 6.508 0.574
H -0.467 7.163 1.836
H -0.115 8.675 3.853
H 1.492 8.254 4.479
H 0.087 8.239 5.557
H -0.092 3.326 4.540
H -0.571 4.784 5.457
H 0.489 3.579 6.195
```

Calculated values
gap between HOMO and LUMO	6.981	eV
ΔE to the lowest compared entry with this formula, charge and spin	188.2	kcal per mole
strongest force on any atom	8.2	eV/A
SMILES	C#CCCC[C@H](N)[C@@H](OC)c1ccccn1.COP(=O)(OC)OC


E_tot values (in Ha) by entry order: -271.59176 -1190.62453 -1452.77261.